C2H6O2 | ωB97M-V/def2-TZVPD

Geometry as XYZ:
```
10
Properties=species:S:1:pos:R:3
O -4.450 3.134 2.080
C -3.559 2.763 1.376
O -3.731 1.925 0.325
H -2.524 3.091 1.519
H -4.644 2.098 0.088
C 3.787 -2.614 -1.063
H 4.069 -2.357 -0.047
H 2.977 -1.918 -1.290
H 4.512 -2.447 -1.860
H 3.561 -3.675 -1.125
```

Properties
ΔE to the lowest compared entry with this formula, charge and spin: 25.1 kJ/mol
SMILES string: O=CO.C
strongest force on any atom: 0.021 Eh/bohr
electronic energy: -230.2710 Eh
LUMO energy: 0.86 eV

Löwdin atomic charge list, values in e, 5 entries:
1. O 0.073
2. C -0.385
3. O 0.068
4. H 0.138
5. H 0.105